{"formula": "C14H32F12N4O14PPdS3", "method": "ωB97M-V/def2-TZVPD", "symbols": ["Pd", "S", "S", "S", "P", "F", "F", "F", "F", "F", "F", "F", "F", "F", "F", "F", "F", "O", "O", "O", "O", "O", "O", "O", "O", "O", "O", "O", "O", "O", "O", "N", "N", "N", "N", "C", "C", "C", "C", "C", "C", "C", "C", "C", "C", "C", "C", "C", "C", "H", "H", "H", "H", "H", "H", "H", "H", "H", "H", "H", "H", "H", "H", "H", "H", "H", "H", "H", "H", "H", "H", "H", "H", "H", "H", "H", "H", "H", "H", "H", "H"], "positions_angstrom": [[-9.029, -7.875, -18.359], [-11.487, -6.890, -17.425], [-6.334, -5.712, -17.334], [-9.492, -6.023, -21.427], [-8.829, -10.149, -16.030], [-8.566, -9.985, -14.463], [-8.130, -4.086, -22.537], [-5.578, -7.408, -15.472], [-7.187, -6.091, -14.943], [-6.983, -5.862, -22.095], [-8.597, -11.720, -15.992], [-9.050, -8.527, -16.170], [-7.283, -9.951, -16.393], [-5.129, -5.353, -15.014], [-7.583, -4.491, -20.518], [-9.176, -10.226, -17.654], [-10.415, -10.353, -15.709], [-12.583, -6.181, -18.128], [-7.244, -6.755, -17.795], [-10.615, -1.635, -16.767], [-11.862, -7.148, -16.017], [-5.081, -5.648, -17.999], [-6.972, -4.406, -17.208], [-10.507, -4.982, -21.247], [-16.359, -7.523, -15.495], [-10.194, -6.141, -17.510], [-11.137, -8.164, -18.089], [-9.310, -6.775, -20.200], [-9.699, -7.005, -13.504], [-13.824, -5.545, -22.860], [-9.654, -6.805, -22.607], [-12.910, -6.136, -20.859], [-9.823, -3.702, -16.187], [-14.961, -6.007, -16.501], [-11.289, -8.617, -13.845], [-9.722, -8.696, -11.833], [-13.689, -3.770, -21.329], [-6.007, -6.182, -15.580], [-10.164, -8.003, -13.076], [-10.350, -2.707, -17.149], [-14.407, -5.295, -15.331], [-13.266, -7.540, -21.087], [-10.579, -3.673, -14.929], [-13.528, -5.172, -21.806], [-7.937, -5.058, -21.678], [-15.415, -7.435, -16.169], [-14.665, -8.508, -16.850], [-10.271, -3.044, -18.607], [-12.544, -8.716, -13.046], [-14.712, -8.559, -17.939], [-15.049, -9.488, -16.565], [-15.151, -5.224, -14.546], [-14.241, -3.244, -22.096], [-9.229, -3.027, -18.930], [-13.503, -5.761, -14.957], [-11.471, -8.039, -14.736], [-14.113, -4.315, -15.703], [-12.588, -7.776, -12.496], [-14.190, -6.104, -17.201], [-10.503, -8.612, -11.069], [-10.730, -4.008, -18.816], [-13.348, -8.912, -13.740], [-9.580, -9.765, -12.000], [-10.829, -2.260, -19.111], [-10.139, -4.401, -14.251], [-13.030, -5.953, -19.827], [-15.726, -5.570, -17.024], [-13.612, -8.473, -16.564], [-11.879, -5.905, -20.934], [-8.807, -8.232, -11.490], [-14.228, -3.700, -20.379], [-8.802, -3.451, -16.120], [-12.696, -3.364, -21.117], [-14.276, -7.694, -20.708], [-10.539, -2.668, -14.536], [-11.029, -9.550, -14.207], [-13.160, -7.823, -22.125], [-12.432, -9.459, -12.262], [-12.658, -8.200, -20.467], [-9.748, -4.637, -16.658], [-11.581, -4.037, -15.142]], "forces_ev_per_angstrom": [[0.59, 1.03, 0.38], [1.46, -0.89, 0.15], [0.23, 1.61, -0.27], [0.22, 0.35, -0.82], [1.70, -1.79, -1.29], [-0.09, 0.33, 0.37], [-0.19, 0.30, -0.74], [0.38, -0.84, 0.11], [-0.20, 0.11, 0.55], [0.23, -0.12, -0.06], [-0.51, 0.12, 0.20], [-0.32, 0.39, 0.41], [-0.32, 0.46, 0.24], [-0.27, -0.07, -0.02], [0.09, -0.18, 0.17], [-0.06, -0.01, 0.28], [-0.34, 0.22, -0.10], [-0.42, 0.18, 0.62], [-0.19, -0.76, -0.10], [-0.94, 1.58, 1.46], [-0.66, 0.75, -0.40], [0.56, -0.59, -0.12], [-0.87, -0.19, 0.44], [-0.40, 0.10, 0.33], [-1.27, -0.07, 1.40], [-0.57, 0.77, 0.39], [-1.45, -0.57, -0.48], [0.27, -0.45, 0.39], [-0.15, 0.62, -0.27], [-0.70, -1.24, -2.53], [-0.09, -0.29, -0.18], [0.51, 0.22, 1.43], [1.50, -0.34, -0.86], [1.14, -1.27, -1.16], [-0.45, -0.31, -0.70], [-0.57, -0.43, 0.02], [0.23, -0.10, 0.72], [-0.27, 0.62, -0.68], [0.73, -0.20, 0.09], [1.20, -0.34, -2.29], [-0.19, 1.13, 0.10], [-0.07, -0.95, 0.45], [0.45, -0.91, 0.45], [0.03, 1.25, 2.01], [-0.15, -0.10, 0.95], [0.26, -0.03, -1.55], [0.60, -1.25, 0.04], [-0.70, -0.30, 0.37], [1.02, 0.49, 0.56], [-0.04, 0.79, -0.03], [-0.20, 0.21, 0.40], [-0.13, 0.08, -0.06], [0.21, 0.30, -0.05], [0.08, -0.24, 0.01], [-0.07, -0.52, -0.31], [0.51, -0.29, 0.73], [-0.18, 0.16, 0.29], [-0.74, 0.17, -0.31], [0.28, 0.12, 0.15], [0.12, 0.12, 0.05], [0.33, -0.15, -0.14], [-0.37, 0.02, 0.24], [0.12, 0.05, -0.12], [0.13, 0.05, -0.15], [0.17, 0.16, 0.09], [-0.07, 0.16, -0.88], [-0.08, 0.35, 0.75], [0.03, 0.13, -0.15], [0.13, -0.10, -0.41], [0.07, 0.03, 0.05], [-0.09, -0.21, -0.08], [-0.52, -0.29, 0.39], [-0.02, 0.18, -0.33], [-0.20, 0.11, -0.48], [-0.25, 0.06, 0.12], [0.29, 0.14, 0.01], [-0.10, 0.14, -0.12], [-0.17, -0.43, -0.32], [0.41, 0.32, -0.09], [-0.49, -0.04, 0.32], [-0.15, 0.35, -0.05]], "total_charge": 1, "homo_lumo_gap_ev": [7.9700, 7.1220], "lumo_energy_ha": [-0.1380, -0.1679], "largest_force_ev_per_a": 2.901, "energy_ev": -127545.6446, "spin_multiplicity": 3, "s_squared": 2.003}